The following is a quantum chemistry calculation of a molecular structure, C35H44Br2O17S3, from the Open Molecules 2025 dataset.

The geometry in XYZ format:
```
101
C35H44Br2O17S3 | the Open Molecules 2025 dataset | ωB97M-V/def2-TZVPD
H 27.787 9.288 -4.265
H 24.519 17.597 -3.830
H 23.713 11.426 -6.650
H 28.477 16.209 -1.227
C 22.969 11.702 -5.903
C 25.796 9.494 -9.870
H 27.930 18.524 -1.226
Br 28.151 12.474 -6.446
C 25.599 5.822 -7.110
O 25.466 13.524 0.168
C 24.481 9.891 -7.478
O 26.125 11.980 -4.666
H 20.789 12.466 -2.677
H 32.926 10.037 -6.346
H 25.166 6.884 -5.426
C 27.604 10.117 -4.949
C 26.597 5.422 -8.138
H 23.842 14.360 2.312
O 22.018 9.339 -6.589
H 26.723 12.115 -2.092
H 29.097 9.166 -5.975
C 32.159 10.024 -4.378
C 22.289 11.210 1.973
H 30.643 8.231 -6.678
H 31.887 10.777 -3.639
O 21.832 10.270 2.672
H 22.133 13.014 3.443
C 24.464 12.985 0.776
C 23.775 11.873 0.105
H 25.382 13.061 -1.329
H 25.513 10.068 -4.007
C 27.639 6.409 -8.281
C 29.376 13.965 -4.426
C 25.943 12.862 -2.242
H 23.824 9.902 -6.621
H 22.616 12.732 -5.856
C 28.520 14.276 -5.727
C 23.623 13.370 1.942
H 19.044 12.037 -5.168
C 19.848 12.488 -3.226
C 20.031 12.039 -4.707
C 23.925 10.526 -8.732
H 18.982 11.919 -2.888
C 32.361 10.706 -5.696
C 25.507 17.437 -3.425
H 27.836 9.689 -5.924
C 25.930 6.711 -6.170
H 23.989 11.804 -0.952
H 28.282 10.950 -4.764
C 27.015 15.567 -2.705
H 33.175 9.699 -4.155
C 27.673 16.531 -1.873
H 25.299 15.437 -4.075
C 27.170 7.442 -6.094
O 23.773 11.578 -3.544
C 29.754 8.852 -6.786
O 27.482 8.129 -5.150
S 24.863 12.602 -3.762
O 25.892 19.660 -2.419
H 29.314 14.902 -3.873
Br 28.553 12.567 -3.308
S 21.526 10.642 -6.407
H 24.629 5.352 -7.052
H 28.550 8.117 -7.336
H 26.251 9.306 -10.832
C 24.653 10.242 -9.993
C 25.623 9.220 -7.466
O 31.129 11.130 -6.300
O 27.615 14.442 -2.874
H 25.901 8.784 -6.518
S 30.482 10.356 -7.600
C 27.369 17.910 -1.915
O 20.744 11.286 -7.466
O 24.546 13.934 -4.356
H 25.639 10.295 -5.710
H 28.302 6.512 -9.127
C 26.512 9.242 -8.639
H 26.529 13.754 -2.466
C 26.238 18.513 -2.571
C 26.155 10.504 -4.773
H 32.884 11.647 -5.522
H 30.368 13.607 -4.699
H 29.134 8.531 -7.624
C 22.615 12.590 2.575
H 27.624 14.744 -5.319
O 29.334 11.122 -8.072
O 20.680 10.876 -4.950
H 19.262 13.398 -3.098
O 26.601 4.344 -8.796
C 25.852 16.090 -3.415
H 22.441 10.477 -0.205
H 24.234 10.635 -10.907
O 22.895 11.236 -8.706
C 22.807 11.099 0.598
H 20.468 12.898 -5.216
H 29.102 14.874 -6.428
C 27.846 7.298 -7.342
O 27.682 8.879 -8.555
H 23.223 11.407 -4.885
H 31.465 9.234 -4.668
O 31.593 10.102 -8.523
```

Values from the calculation:
- HOMO-LUMO gap: 0.2119 hartree
- M: 992.73 g mol⁻¹
- Multiplicity: 1
- E_HOMO: -0.314 Ha
- Calculated total energy: -244377.1322 eV
- E_LUMO: -2.78 eV


The following is a quantum chemistry calculation of a molecular structure, C48H44ClN4O4S3Se2V, from the Open Molecules 2025 dataset.

The geometry in XYZ format:
```
107
C48H44ClN4O4S3Se2V | the Open Molecules 2025 dataset | ωB97M-V/def2-TZVPD
H -8.921 1.737 0.272
C -7.778 0.346 -0.893
H 3.708 3.951 4.851
C 3.118 2.984 -2.243
C 1.254 1.888 3.769
H -4.384 -2.485 3.396
V 0.308 0.623 0.698
C -6.630 -0.421 -0.957
C -8.024 1.134 0.227
H 3.724 3.175 0.691
H 2.478 6.784 -2.482
C -3.543 0.200 -5.402
H -4.091 -0.913 -3.640
C -3.483 -2.455 3.993
H -0.193 -1.647 3.668
C -1.106 -1.980 4.155
C -4.467 2.218 -1.435
H -8.481 0.332 -1.715
H 4.533 1.776 4.749
C -4.803 -5.005 -1.642
C 1.919 3.511 -1.779
H -0.081 -4.247 -1.815
H -4.737 1.875 -2.425
S -4.254 -1.338 -0.062
C -0.974 -3.115 -0.233
C -4.818 3.684 0.439
H -6.024 3.682 -1.342
N -3.661 -1.264 1.359
C -7.124 1.159 1.280
H -2.813 1.476 -6.961
H 2.682 3.827 2.743
H -1.123 -6.379 -1.120
C -3.504 -2.777 5.342
Se 2.119 -0.642 1.792
H -0.532 -2.169 -0.519
O -0.273 3.028 -1.034
H -2.361 -2.953 7.145
H -4.419 -5.592 -2.465
C -3.741 3.115 1.100
Cl 5.029 6.222 -3.588
H 3.043 1.313 5.582
C 3.468 2.010 4.858
H 3.298 1.922 -2.141
H 5.008 3.412 -3.186
H 0.908 0.920 4.132
C 4.076 3.811 -2.812
C 2.642 5.717 -2.419
C -5.746 -0.393 0.115
C 1.686 4.876 -1.870
C -3.018 2.094 0.500
C -4.854 -2.975 -0.397
H -6.930 -5.240 0.987
C -5.186 3.234 -0.825
N -3.501 -0.980 -1.345
H -5.374 4.489 0.904
C -2.406 -4.364 1.275
N -1.054 0.134 -1.078
C -5.970 0.386 1.235
C -5.771 -3.511 0.497
O 3.298 3.301 5.431
C 0.882 2.624 -1.148
H 4.210 0.497 2.584
H 1.077 2.631 4.548
C 3.826 5.172 -2.889
H -5.245 0.396 2.036
H -7.311 1.785 2.142
C -1.322 -5.473 -0.563
H -3.631 -3.252 -2.125
H -6.413 -1.029 -1.827
H -3.048 -4.393 2.146
C -1.144 -2.307 5.503
H -6.134 -2.917 1.327
C -1.933 1.962 -5.066
H 4.327 3.143 2.867
H -1.219 2.205 -3.039
C -2.156 -5.518 0.549
C 2.766 1.813 3.501
C -6.210 -4.809 0.304
C -4.360 -3.700 -1.466
C -3.382 1.663 -0.761
O 1.328 1.486 -0.734
C -5.725 -5.554 -0.764
H -0.240 -2.243 6.093
H -3.434 3.466 2.077
H -2.606 -6.453 0.856
C -1.864 1.655 -3.717
C -2.281 -2.066 3.421
C -2.337 -2.705 6.091
O 3.244 2.536 1.226
Se 0.096 2.452 2.292
N -1.060 -0.643 1.509
C -2.768 1.235 -5.906
H -4.190 -0.365 -6.060
H 3.293 -0.218 3.907
H -1.330 2.768 -5.461
C -2.650 0.619 -3.227
C -3.493 -0.113 -4.050
C -1.809 -3.177 0.871
H 0.747 5.268 -1.502
H -6.066 -6.571 -0.908
C 3.216 0.426 3.028
C 3.285 2.925 2.581
H -2.186 1.646 1.027
H -4.433 -3.074 5.810
C -0.736 -4.278 -0.954
S -2.081 -1.623 1.716
S -2.427 0.327 -1.484
```

Values from the calculation:
- HOMO-LUMO gap (alpha / beta): 0.2157 / 0.2284 hartree
- <S²>: 2.031
- M: 1081.42 g mol⁻¹
- Multiplicity: 3
- E_HOMO (alpha / beta): -0.227 / -0.240 Ha
- Calculated total energy: -266043.3977 eV
- Energy above the lowest of the compared OMol25 structures with the same formula, charge and spin: 17.50 kcal/mol
- E_LUMO (alpha / beta): -0.31 / -0.31 eV


The following is a quantum chemistry calculation of 2 unconnected molecules or ions with the total composition C4H10BN, from the Open Molecules 2025 dataset.

The geometry in XYZ format:
```
16
C4H10BN | the Open Molecules 2025 dataset | ωB97M-V/def2-TZVPD
H -0.181 1.858 -0.541
N 0.293 -1.296 -0.060
B 1.589 -0.989 0.166
H -2.696 -0.806 -0.170
C 1.684 0.648 -0.083
H 1.922 0.800 -1.213
C -0.586 -0.149 -0.357
H 0.083 1.536 1.051
C 0.264 1.099 0.061
H 2.431 1.078 0.547
H 2.425 -1.653 0.519
H -2.280 0.984 -0.239
C -1.968 0.001 0.183
H -0.403 -2.998 0.313
H -0.673 -0.140 -1.401
H -1.903 0.029 1.223
```

Values from the calculation:
- HOMO-LUMO gap (alpha / beta): 0.3133 / 0.3134 hartree
- M: 82.94 g mol⁻¹
- Multiplicity: 1
- E_HOMO (alpha / beta): -0.358 / -0.358 Ha
- Calculated total energy: -6472.6638 eV
- Energy above the lowest of the compared OMol25 structures with the same formula, charge and spin: 102.90 kcal/mol
- E_LUMO (alpha / beta): -1.22 / -1.22 eV